Here is a cluster of 2 separate species, C22H24N3O in total in a non-equilibrium geometry from OMol25. Energies are from ωB97M-V with the def2-TZVPD basis set.

Structure (XYZ):
```
50
Properties=species:S:1:pos:R:3:forces:R:3:mulliken_charge:R:1
C -4.76572 0.29776 1.67610 0.43 0.07 0.24 -1.04
N -3.75330 0.91180 2.50716 -0.89 0.05 0.34 0.29
C -4.25842 1.99358 3.33034 0.35 -0.29 -0.29 -1.04
C -2.40078 0.58312 2.38124 1.41 -0.09 -0.15 0.00
C -1.51772 1.40948 1.64308 -0.76 -0.51 0.53 -0.30
C -0.19328 1.05724 1.49068 0.64 -0.19 -0.15 -0.67
C 0.34704 -0.09588 2.09597 -1.29 0.19 0.10 0.54
C 1.76078 -0.43836 2.03440 -0.07 1.18 1.06 0.14
C 2.71385 0.53833 2.07193 -0.49 -0.61 0.22 1.06
C 4.12015 0.28770 2.07314 3.00 -0.46 0.07 -0.09
N 5.28752 0.17712 2.11554 -2.75 0.37 -0.12 -0.54
C 2.39282 1.90389 2.36097 -0.69 2.68 0.39 -0.44
N 2.13232 3.01518 2.63295 0.66 -2.41 -0.58 -0.61
C -0.54200 -0.91953 2.82937 0.78 0.11 -0.41 -0.68
C -1.87622 -0.59516 2.97166 -0.61 0.79 -0.18 -0.34
H -4.31411 -0.48391 1.05813 -0.17 0.12 0.10 0.30
H -5.54912 -0.13484 2.31210 -0.08 -0.10 -0.19 0.32
H -5.22984 1.05649 1.02853 -0.06 -0.16 -0.10 0.31
H -3.46502 2.41337 3.95694 -0.15 -0.10 -0.15 0.30
H -4.68970 2.78783 2.70365 0.03 0.11 0.13 0.32
H -5.06117 1.60688 3.97523 0.08 0.16 0.05 0.31
H -1.90053 2.33065 1.20255 0.06 -0.28 0.01 0.40
H 0.44543 1.67594 0.85668 -0.19 -0.19 0.27 0.52
H 2.02392 -1.49063 2.08389 0.28 0.22 -0.35 0.22
H -0.13930 -1.81822 3.29323 -0.11 0.12 -0.06 0.40
H -2.54598 -1.20821 3.57985 0.21 0.11 -0.26 0.38
C 7.39371 -6.72139 0.42320 0.14 -0.13 0.10 -1.68
C 7.62014 -5.20795 0.38148 -0.65 0.34 0.02 2.36
C 8.57331 -4.83543 1.51646 0.08 -0.09 -0.09 -2.18
C 8.29333 -4.85523 -0.94654 0.23 0.03 0.00 -1.68
C 6.28017 -4.46614 0.51786 0.04 0.06 -0.04 0.16
C 6.00293 -3.61422 1.59801 0.00 -0.41 -0.06 -0.08
C 4.78290 -2.98139 1.74951 -0.79 0.21 -0.60 -0.96
C 3.78546 -2.99571 0.70598 1.26 -1.14 -0.47 0.32
O 2.76577 -2.24140 0.66202 -0.20 -0.32 -0.03 -0.81
C 4.06226 -3.95206 -0.35313 -0.14 0.70 0.58 -1.11
C 5.25780 -4.63164 -0.44160 0.21 -0.03 0.26 -0.19
H 6.78829 -7.07150 -0.41764 -0.02 0.09 0.10 0.33
H 8.36544 -7.22142 0.37138 0.01 -0.17 -0.03 0.44
H 6.90590 -7.01966 1.35767 0.00 0.06 -0.14 0.37
H 8.79645 -3.76412 1.50400 -0.03 -0.11 0.09 0.42
H 8.15290 -5.10954 2.48889 0.08 0.09 -0.08 0.41
H 9.51174 -5.38118 1.38599 0.05 0.01 0.04 0.45
H 8.47222 -3.77724 -1.02114 -0.09 -0.13 -0.01 0.37
H 9.26035 -5.36449 -0.99240 0.09 -0.01 -0.15 0.44
H 7.70139 -5.17595 -1.80804 -0.02 0.09 0.10 0.32
H 6.76159 -3.43294 2.36178 -0.26 -0.14 -0.14 0.30
H 4.57159 -2.38193 2.63037 0.21 0.04 -0.12 0.39
H 3.28864 -4.05180 -1.10849 0.09 -0.06 -0.05 0.32
H 5.39564 -5.30681 -1.29204 0.08 0.11 0.22 0.23
```
Forces are in eV/Å.

Values from the calculation:
- spin multiplicity = 1
- charge = -1
- LUMO energy (eV) = 2.1


Here is an isolated molecule of C22H24N4O2S in a non-equilibrium geometry from OMol25. Energies are from ωB97M-V with the def2-TZVPD basis set.

Structure (XYZ):
```
53
Properties=species:S:1:pos:R:3:forces:R:3:mulliken_charge:R:1
C -1.23668 -1.63201 -1.54354 0.12 0.06 0.07 -0.20
O -1.98736 -2.09582 -2.63859 -0.02 -0.07 -0.16 -0.47
C -3.37509 -2.11933 -2.43302 -0.16 0.20 -0.10 -0.47
C -4.02908 -0.73415 -2.27948 0.15 -0.25 -0.21 -0.71
N -4.08075 -0.28490 -0.90761 -0.23 -0.30 -0.08 -0.08
C -3.51424 0.85392 -0.46864 -0.22 -0.06 0.44 0.47
O -2.90502 1.62690 -1.17568 0.17 0.34 -0.31 -0.68
C -3.73019 1.11572 1.01735 0.34 -0.21 0.31 -0.72
S -3.39827 -0.35588 2.04162 -0.49 0.11 0.27 -0.20
C -1.67186 -0.47001 1.80015 0.40 0.38 -0.17 0.43
N -1.03994 -1.51731 2.31850 -1.14 -0.13 0.26 -1.04
N 0.16851 -1.72739 1.90413 0.89 -0.54 -0.15 -0.18
C 0.80231 -0.88251 1.10528 -0.65 0.94 0.11 0.83
C 2.06807 -1.32142 0.53029 0.52 -0.25 -0.15 0.14
C 2.47331 -0.88627 -0.73102 -0.11 -0.15 0.15 0.04
C 3.66240 -1.33404 -1.26984 0.05 -0.04 0.01 -1.11
C 4.47805 -2.21909 -0.57287 -0.07 -0.01 0.02 1.02
C 5.78272 -2.67389 -1.14967 0.04 0.05 0.03 -1.49
C 4.06204 -2.65940 0.67906 0.04 0.01 -0.10 -0.68
C 2.87095 -2.22541 1.22414 -0.11 0.18 -0.03 -0.79
C 0.21318 0.39784 0.88940 -0.12 -0.94 0.34 0.31
C 0.92443 1.58694 0.44290 0.27 0.48 -0.32 0.08
C 2.25685 1.80932 0.78973 -0.23 -0.01 0.05 -0.35
C 2.89938 2.95337 0.36348 0.01 0.05 -0.01 -0.99
C 2.24110 3.89557 -0.42065 -0.06 -0.05 0.03 1.11
C 2.95284 5.11857 -0.90908 0.02 -0.02 -0.06 -1.49
C 0.91017 3.66959 -0.75626 0.11 0.05 0.04 -0.86
C 0.25022 2.53690 -0.32555 0.06 -0.20 0.05 -0.54
N -1.07221 0.52705 1.17465 0.14 0.18 -0.05 -0.08
H -0.19430 -1.85087 -1.77013 0.02 0.02 0.07 0.16
H -1.35281 -0.55277 -1.40006 0.01 0.00 0.01 0.10
H -1.51977 -2.15615 -0.62148 0.01 0.02 0.04 0.28
H -3.77530 -2.60767 -3.32424 -0.08 0.02 0.11 0.35
H -3.62048 -2.73428 -1.55109 0.00 0.00 -0.08 0.35
H -5.04849 -0.77744 -2.67710 0.09 0.02 -0.05 0.40
H -3.45919 0.00828 -2.84303 -0.12 -0.09 -0.02 0.34
H -4.53963 -0.88557 -0.23745 0.16 0.12 -0.02 0.27
H -4.77232 1.37596 1.20376 -0.01 -0.02 0.02 0.43
H -3.07606 1.92338 1.34266 -0.14 -0.04 -0.15 0.34
H 1.84852 -0.20893 -1.29482 -0.03 0.06 -0.05 0.54
H 3.96239 -0.99306 -2.25030 0.03 0.02 -0.11 0.36
H 6.58108 -1.99875 -0.83892 0.10 -0.01 -0.03 0.27
H 5.74791 -2.67489 -2.23653 0.05 -0.03 -0.07 0.38
H 6.03388 -3.67297 -0.80128 0.06 -0.06 -0.02 0.39
H 4.67959 -3.35406 1.23025 0.06 -0.08 0.05 0.38
H 2.54557 -2.57216 2.19262 -0.02 -0.05 0.08 0.47
H 2.77836 1.09645 1.41165 0.06 -0.05 0.01 0.50
H 3.92921 3.12032 0.64520 0.10 0.04 0.04 0.37
H 3.78868 5.36921 -0.26032 0.05 0.07 0.01 0.38
H 3.34369 4.94337 -1.91214 0.05 0.06 -0.05 0.27
H 2.27418 5.96707 -0.95910 0.01 0.09 -0.01 0.39
H 0.38290 4.39376 -1.36006 -0.06 0.09 -0.07 0.41
H -0.78146 2.36638 -0.59442 -0.14 -0.02 -0.01 0.56
```
Forces are in eV/Å.

Values from the calculation:
- spin multiplicity = 1
- structure (SMILES) = COCCNC(=O)CSc1nnc(-c2ccc(C)cc2)c(-c2ccc(C)cc2)n1
- LUMO energy (eV) = -0.1


Here is an isolated molecule of C22H24N4O4S from OMol25. Energies are from ωB97M-V with the def2-TZVPD basis set.

Structure (XYZ):
```
55
Properties=species:S:1:pos:R:3:forces:R:3:mulliken_charge:R:1
C 3.67467 2.85489 -6.48581 -0.25 0.01 0.35 -1.11
C 3.22129 3.38216 -5.13219 0.52 0.07 -0.13 -0.29
O 2.00951 2.76120 -4.70516 -0.25 -0.13 0.07 -0.40
C 2.14404 1.54890 -4.12365 -0.14 0.00 -0.10 0.82
O 3.20507 1.01746 -3.89393 0.46 0.01 0.01 -0.65
N 0.94460 0.98486 -3.84143 -0.12 0.03 -0.04 0.20
C 0.88936 -0.26450 -3.11901 0.23 -0.15 0.32 -1.31
C 0.23614 -0.05466 -1.74492 0.27 -0.27 -0.20 -0.33
N -1.04725 0.57771 -1.92122 0.12 0.17 -0.18 0.19
C -2.24674 0.03743 -1.63694 0.10 -0.08 0.08 0.32
O -3.30116 0.54157 -1.97625 -0.33 -0.01 -0.05 -0.68
C -2.25406 -1.24392 -0.85146 -0.41 -0.41 -0.18 0.37
C -2.85856 -2.35987 -1.34809 0.30 0.48 0.17 -0.14
C -2.98139 -3.51196 -0.53912 0.11 -0.02 0.32 -0.88
C -2.53197 -3.47277 0.73703 -0.36 -0.68 -0.33 -0.32
N -1.94687 -2.36009 1.26370 0.08 0.46 -0.23 0.07
C -1.53171 -2.43173 2.64101 0.16 0.09 0.29 0.26
O -1.71343 -3.46074 3.26013 -0.03 -0.10 0.02 -0.71
C -0.93277 -1.22259 3.10042 0.01 0.40 -0.47 -0.13
C -0.41909 -0.93142 4.39931 0.19 0.23 0.15 -0.27
C 0.08615 0.32490 4.48094 -0.18 -0.10 -0.34 0.50
S -0.04866 1.21452 2.97744 -0.10 -0.37 0.18 -0.38
C -0.80475 -0.14472 2.22230 -0.05 -0.50 0.40 0.38
N -1.20681 -0.13103 0.95204 -0.08 0.33 -0.41 -0.30
C -1.77619 -1.21579 0.49504 0.14 0.09 0.19 0.31
C 0.68220 0.93242 5.70247 0.12 0.04 0.15 -0.50
C 1.01448 -0.16944 6.71110 -0.19 0.15 0.08 -0.75
C -0.16712 -1.12515 6.86078 0.23 -0.13 -0.10 -0.89
C -0.41034 -1.87845 5.55486 -0.11 0.00 0.22 -0.45
C -0.97737 1.84135 -2.62353 -0.26 0.15 -0.35 -0.88
C -0.33640 1.63527 -3.99959 -0.20 0.31 0.13 -0.73
H 4.55968 3.39503 -6.80945 0.11 0.05 -0.07 0.38
H 2.88730 2.98507 -7.22459 -0.03 0.03 -0.10 0.29
H 3.91569 1.79780 -6.40646 0.05 -0.06 -0.03 0.31
H 2.98603 4.44746 -5.18203 0.04 -0.12 0.05 0.32
H 3.99650 3.20498 -4.37992 -0.15 0.12 -0.09 0.33
H 0.29789 -0.98346 -3.69833 0.02 -0.01 0.05 0.28
H 1.90917 -0.63562 -3.00901 -0.16 -0.02 -0.02 0.45
H 0.86979 0.59187 -1.12861 -0.01 -0.08 0.02 0.17
H 0.12046 -1.01431 -1.24396 0.05 0.08 -0.01 0.52
H -3.24682 -2.35909 -2.35463 -0.06 0.07 -0.11 0.55
H -3.44113 -4.40582 -0.92522 -0.03 -0.11 0.05 0.43
H -2.60415 -4.30008 1.42910 0.02 0.07 -0.03 0.46
H 1.57778 1.50133 5.44284 0.00 0.04 0.05 0.40
H -0.03270 1.63603 6.14242 0.06 0.04 0.03 0.30
H 1.26299 0.28051 7.67348 0.07 -0.01 -0.01 0.33
H 1.88561 -0.72837 6.36367 0.08 -0.01 0.02 0.32
H 0.02528 -1.83733 7.66442 -0.06 0.02 0.04 0.35
H -1.05958 -0.55326 7.12344 -0.06 0.01 0.06 0.34
H -1.35436 -2.42470 5.58412 0.09 -0.04 0.01 0.36
H 0.37904 -2.61909 5.39405 -0.06 -0.08 0.04 0.28
H -0.37517 2.53965 -2.03334 0.00 0.01 -0.03 0.26
H -1.99346 2.22523 -2.72426 0.16 0.01 0.03 0.55
H -0.98307 0.99213 -4.60811 -0.02 0.08 0.03 0.25
H -0.19765 2.58822 -4.50590 -0.09 -0.11 0.02 0.44
```
Forces are in eV/Å.

Values from the calculation:
- spin multiplicity = 1
- structure (SMILES) = CCOC(=O)N1CCN(C(=O)c2cccn3c(=O)c4c5c(sc4nc23)CCCC5)CC1
- LUMO energy (eV) = -0.2


Table of relative energy (zero: lowest compared OMol25 entry of this formula, charge and spin) (kJ/mol), in record order: 21.1 180.7 63.1